Formula: C31H69F3N8O8S2
Source: the Open Molecules 2025 dataset
Level of theory: ωB97M-V/def2-TZVPD

The geometry in XYZ format:
```
121
C31H69F3N8O8S2 ωB97M-V/def2-TZVPD
O -1.938 -4.149 2.951
S -2.356 -2.748 2.374
O -2.035 -1.700 3.469
C -4.189 -2.741 1.992
C -4.912 -4.051 1.295
C -6.535 -4.152 0.962
C -7.507 -2.884 1.330
C -6.816 -1.537 2.031
N -7.587 -0.280 2.446
S -6.348 0.808 3.102
N -4.832 -0.118 2.991
C -5.182 -1.449 2.362
C -1.236 -2.420 0.909
F 0.074 -3.097 1.188
F -0.911 -0.953 0.825
F -1.775 -2.843 -0.404
H -4.272 -4.997 1.031
H -7.016 -5.115 0.459
H -8.678 -2.932 1.136
C -9.802 -7.208 -0.637
C -9.279 -7.783 0.678
C -10.337 -8.590 1.465
O -11.310 -7.786 2.140
C -12.359 -7.315 1.310
N -8.720 -6.690 1.488
H -10.424 -6.322 -0.493
H -8.964 -6.905 -1.279
H -10.387 -7.953 -1.187
H -8.464 -8.473 0.425
H -9.816 -9.145 2.255
H -10.826 -9.339 0.832
H -12.630 -8.039 0.534
H -12.079 -6.360 0.861
H -13.236 -7.136 1.937
H -8.281 -7.090 2.318
H -9.511 -6.158 1.865
C 2.852 1.913 1.369
C 3.783 2.063 0.167
C 3.105 1.745 -1.186
O 2.915 0.349 -1.437
C 1.783 -0.214 -0.793
N 4.976 1.230 0.382
H 2.692 0.870 1.652
H 3.280 2.417 2.245
H 1.877 2.369 1.169
H 4.100 3.113 0.135
H 3.767 2.100 -1.985
H 2.162 2.291 -1.302
H 0.948 0.491 -0.732
H 2.058 -0.568 0.202
H 1.460 -1.083 -1.371
H 5.640 1.410 -0.372
H 4.697 0.256 0.230
C 8.318 3.811 4.022
C 7.970 3.021 2.763
C 9.163 2.837 1.797
O 9.494 4.005 1.039
C 10.274 4.958 1.742
N 6.829 3.667 2.096
H 8.386 4.887 3.842
H 7.545 3.667 4.788
H 9.270 3.474 4.447
H 7.655 2.021 3.088
H 8.882 2.077 1.058
H 10.047 2.450 2.317
H 10.980 4.487 2.434
H 9.622 5.653 2.274
H 10.842 5.539 1.011
H 6.535 3.081 1.313
H 7.183 4.515 1.643
C 10.630 0.998 -3.662
C 10.166 1.555 -2.317
C 9.370 0.538 -1.467
O 8.025 0.327 -1.905
C 7.898 -0.565 -3.001
N 9.394 2.784 -2.551
H 9.826 0.953 -4.401
H 11.415 1.636 -4.087
H 11.048 -0.008 -3.547
H 11.068 1.819 -1.751
H 9.288 0.942 -0.451
H 9.902 -0.416 -1.377
H 8.638 -1.371 -2.966
H 7.975 -0.015 -3.940
H 6.900 -1.010 -2.965
H 9.174 3.208 -1.649
H 8.479 2.503 -2.916
C 1.770 -0.743 -4.403
C 1.675 -1.028 -5.901
C 2.956 -1.659 -6.494
O 4.035 -0.738 -6.681
C 4.777 -0.457 -5.506
N 1.312 0.214 -6.600
H 2.358 0.150 -4.179
H 0.769 -0.576 -3.984
H 2.215 -1.590 -3.870
H 0.861 -1.750 -6.040
H 2.713 -2.034 -7.495
H 3.286 -2.527 -5.911
H 4.856 -1.328 -4.847
H 4.329 0.385 -4.974
H 5.785 -0.156 -5.802
H 1.150 -0.001 -7.585
H 2.146 0.808 -6.616
C -8.949 6.843 3.617
C -7.935 6.066 2.779
C -8.517 4.790 2.129
O -8.692 3.695 3.033
C -9.868 3.769 3.823
N -6.762 5.761 3.613
H -9.132 6.386 4.592
H -8.583 7.860 3.809
H -9.907 6.930 3.093
H -7.614 6.729 1.967
H -7.799 4.439 1.378
H -9.448 5.000 1.591
H -10.704 4.222 3.280
H -9.665 4.320 4.743
H -10.152 2.752 4.108
H -6.046 5.333 3.025
H -7.033 5.007 4.252
```

For the HOMO energy, the calculation gives -9.0 eV. For the total energy, the calculation gives -3357.8956 Eh. As for the SMILES: O=S(=O)(c1cccc2nsnc12)C(F)(F)F.COC[C@@H](C)N.COC[C@@H](C)N.COC[C@@H](C)N.COC[C@@H](C)N.COC[C@@H](C)N.COC[C@@H](C)N. The relative energy (zero: lowest compared OMol25 entry of this formula, charge and spin) comes out at 292.7 kcal/mol. As for the LUMO energy: -2.388 eV.